The following is a quantum chemistry calculation of C3H2Cl2F2 in the gas phase, from the OMol25 dataset.

Atoms and positions in Å:
C  0.51650  1.92480  0.21477
C  0.70549  0.56815  0.18745
Cl  2.19872  -0.19198  -0.18674
C  -0.47344  -0.38472  0.11920
F  -0.30152  -1.32889  -0.79232
F  -0.57655  -0.99017  1.34034
Cl  -2.04705  0.38552  -0.31583
H  1.32238  2.64884  -0.04969
H  -0.48957  2.28299  0.53274

Forces on atoms 1 to 3 (eV/Å):
C 0.301 -1.614 0.265
C -0.852 2.850 -1.329
Cl 0.205 0.097 0.130

## Properties
* gap between HOMO and LUMO: 10.59 eV
* ΔE to the lowest compared entry with this formula, charge and spin: 0.074 eV
* lowest unoccupied orbital energy: 0.41 eV
* charge: 0

=====

The following is a quantum chemistry calculation of a molecular structure, C10H12BCl2N7OPtS, from the OMol25 dataset.

Atoms and positions in Å:
Pt  -0.84915  1.36048  0.86656
C  1.43613  -0.72538  -3.32345
C  1.17732  0.51024  -2.70947
N  0.70506  0.35263  -1.48229
N  0.64629  -0.98002  -1.27530
C  1.08170  -1.64656  -2.36691
B  0.05868  -1.63328  -0.01899
N  0.70371  -1.11545  1.29391
C  1.51883  -1.77996  2.12568
C  1.77548  -0.98746  3.22711
C  1.04982  0.17943  2.99238
N  0.41868  0.08559  1.82784
N  -1.47436  -1.38859  0.09026
C  -2.46731  -2.23229  -0.21758
C  -3.67730  -1.59794  -0.00668
C  -3.33586  -0.32699  0.44780
N  -2.01269  -0.22862  0.51344
H  1.82370  -0.91265  -4.30942
H  1.30569  1.50249  -3.11614
H  1.10247  -2.72362  -2.37927
H  0.24025  -2.81724  -0.08883
H  1.85276  -2.77211  1.87481
H  2.38905  -1.22162  4.07822
H  0.95438  1.07088  3.58913
H  -2.24120  -3.22597  -0.56444
H  -4.66379  -1.99843  -0.15457
H  -3.94985  0.51130  0.72679
O  -0.70243  4.14262  -1.42735
S  -2.00342  3.52578  -1.15125
N  -2.16157  2.45216  -0.14253
Cl  2.99950  1.73969  0.62425
C  1.90327  2.98817  0.07595
Cl  0.52598  3.25538  1.21210
H  1.45036  2.69833  -0.86419
H  2.41982  3.93900  0.03243

Forces on atoms 1 to 3 (eV/Å):
Pt 0.070 -0.105 -0.086
C 0.016 -0.014 0.017
C -0.028 0.021 -0.007

## Properties
* gap between HOMO and LUMO: 9.28 eV
* ΔE to the lowest compared entry with this formula, charge and spin: 0.000 eV
* lowest unoccupied orbital energy: 0.39 eV
* charge: 0